[1]
DFT (ωB97M-V/def2-TZVPD) results for C4H8O2 as an isolated structure.

Structure (XYZ):
```
14
Properties=species:S:1:pos:R:3:forces:R:3
C -1.174087 0.428954 1.285066 -0.0047 -0.0717 0.0733
C 0.169675 0.371106 0.609361 -0.2994 0.3268 0.0251
O 1.049037 -0.783310 0.681100 -0.0086 -0.0113 0.2077
C 1.415183 -0.542005 -0.695773 0.1358 -0.0377 -0.2964
C 0.097763 0.216215 -0.904742 0.1675 0.2469 -0.1099
O -0.940024 -0.625439 -1.354665 -0.0109 -0.1490 -0.0758
H -1.727775 -0.507184 1.198279 0.0945 0.0764 0.0412
H -1.143977 0.766224 2.323513 0.0703 -0.1687 -0.0869
H -1.708704 1.184380 0.690152 -0.1175 -0.1431 0.3160
H 0.761726 1.260895 0.876817 -0.1003 -0.0683 -0.1130
H 1.562951 -1.470087 -1.263636 -0.0735 0.1521 0.1070
H 2.316437 0.081693 -0.777234 -0.1541 -0.0678 0.0562
H -0.015045 1.159332 -1.445089 0.4678 -0.2033 -0.2307
H -0.663162 -1.540774 -1.223150 -0.1670 0.1185 0.0861
```
Positions in Å, forces in eV/Å.

Output
calculated total energy: -8371.159 eV
M: 88.106 g/mol
strongest force on any atom: 0.56 eV/A
gap between HOMO and LUMO: 10.98 eV
energy relative to the best compared isomer or geometry (same formula, charge and spin): 2.1232 eV

Results of the Mulliken charge analysis, in e, for atoms 1 through 5:
1 C -1.226
2 C 0.306
3 O -0.442
4 C -0.577
5 C -0.059

---

[2]
DFT (ωB97M-V/def2-TZVPD) results for C4H8O2 as an isolated structure in a non-equilibrium geometry.

Structure (XYZ):
```
14
Properties=species:S:1:pos:R:3:forces:R:3
C -0.739670 0.714417 0.661250 -0.3353 0.4734 0.3299
C 0.739073 1.026033 0.893123 -0.3350 -0.1585 -0.0362
O 1.378692 0.441801 -0.231602 -0.6521 -0.5011 -0.5160
C 0.995985 -0.862635 -0.581915 -0.0085 -0.9328 -1.6989
C -0.873366 -1.042420 -1.076822 1.2795 1.3407 1.7386
O -0.762877 -0.623008 0.326844 -2.8314 0.1196 1.5866
H -1.339297 0.794159 1.567833 -0.0300 0.5806 0.1372
H -1.150167 1.330898 -0.149186 0.0175 0.0805 0.2083
H 0.971654 2.100008 0.903847 -0.0138 -0.3753 -0.1174
H 1.080223 0.574081 1.839622 -0.0252 -0.0055 -0.2910
H 1.256139 -1.591104 0.205219 -0.6221 0.1250 -0.6861
H 1.401955 -1.027425 -1.544423 1.2103 -0.2366 -0.6111
H -1.839898 -1.646116 -1.070873 1.8692 -0.4106 -0.4412
H -1.118448 -0.188689 -1.742917 0.4769 -0.0994 0.3972
```
Positions in Å, forces in eV/Å.

Output
calculated total energy: -8367.670 eV
M: 88.106 g/mol
strongest force on any atom: 3.25 eV/A
gap between HOMO and LUMO: 8.95 eV
energy relative to the best compared isomer or geometry (same formula, charge and spin): 5.6122 eV

Results of the Mulliken charge analysis, in e, for atoms 1 through 5:
1 C -0.328
2 C -0.391
3 O -0.348
4 C -0.256
5 C -0.583

---

[3]
DFT (ωB97M-V/def2-TZVPD) results for a 2-piece molecular cluster, C4H8O2 overall in a non-equilibrium geometry.

Structure (XYZ):
```
14
Properties=species:S:1:pos:R:3:forces:R:3
C -1.419080 -1.568804 -0.366275 1.7615 0.8672 -2.2602
C -2.486965 -2.168120 -1.013220 -0.9253 -1.6896 -0.5547
O -3.253071 -2.997907 -0.292568 1.1446 1.8317 -2.6724
H -0.503671 -1.317675 -0.921429 -0.5376 -0.1313 -0.2270
H -1.344971 -1.169552 0.590441 -0.5155 0.0799 2.0775
H -2.589961 -2.074597 -2.162021 -0.4616 -0.3332 2.0800
H -2.720094 -3.083726 0.495765 -0.3996 -0.5461 1.5565
C 2.229347 1.691555 1.377785 0.6807 -0.4328 -1.0447
C 2.232396 2.082430 0.076519 2.0167 -2.2077 3.4264
O 1.143556 2.242472 -0.676276 -1.4806 4.2606 -0.2413
H 3.072571 1.094695 1.797592 -0.2386 1.3914 -0.3562
H 1.416116 1.833153 2.057500 -0.8607 -0.3559 -0.0382
H 3.224283 2.170253 -0.339604 0.0288 -0.2086 -0.9731
H 0.999545 3.265824 -0.624208 -0.2126 -2.5254 -0.7728
```
Positions in Å, forces in eV/Å.

Output
calculated total energy: -8360.317 eV
M: 88.106 g/mol
strongest force on any atom: 4.55 eV/A
gap between HOMO and LUMO (alpha / beta): 5.94 / 2.97 eV
multiplicity: 2
energy relative to the best compared isomer or geometry (same formula, charge and spin): 2.9106 eV
charge: +1

Results of the Mulliken charge analysis, in e, for atoms 1 through 5:
1 C -0.624
2 C 0.462
3 O -0.255
4 H 0.297
5 H 0.390

---

[4]
DFT (ωB97M-V/def2-TZVPD) results for a 2-piece molecular cluster, C4H8O2 overall in a non-equilibrium geometry.

Structure (XYZ):
```
14
Properties=species:S:1:pos:R:3:forces:R:3
C 1.113567 1.208375 1.079333 0.1852 1.4644 -0.7622
C 0.018763 0.967860 1.822809 -0.8584 -0.0356 -0.0381
O -1.172469 1.569418 1.538085 0.9469 -0.0385 0.8738
H 2.120227 0.878206 1.231430 0.1123 -0.6398 0.3471
H 1.025497 2.069501 0.418526 0.0288 -0.3219 -0.3692
H 0.008983 0.331551 2.688836 -0.1576 -0.5967 0.0556
H -1.041122 2.525261 1.669335 -0.3714 -0.0350 -0.4969
C -0.829924 -0.399653 -1.544540 -0.1803 0.6454 -0.7061
C 0.017282 -1.326249 -1.035220 1.0503 -1.5423 0.5630
O 0.897987 -2.071451 -1.782575 -1.2192 1.1970 1.1216
H -1.520055 0.144758 -0.925026 -0.0298 -0.0042 0.3612
H -0.875987 -0.198838 -2.604554 0.1239 -0.0356 -0.1604
H -0.022747 -1.526723 0.051934 0.3098 -0.0783 -0.6637
H 0.465897 -2.829805 -2.204657 0.0595 0.0211 -0.1257
```
Positions in Å, forces in eV/Å.

Output
calculated total energy: -8361.086 eV
M: 88.106 g/mol
strongest force on any atom: 2.04 eV/A
gap between HOMO and LUMO (alpha / beta): 11.58 / 4.63 eV
multiplicity: 2
energy relative to the best compared isomer or geometry (same formula, charge and spin): 2.1410 eV
charge: +1

Results of the Mulliken charge analysis, in e, for atoms 1 through 5:
1 C -0.557
2 C 0.096
3 O -0.413
4 H 0.309
5 H 0.278